## a
C5H7NO2 | ωB97M-V/def2-TZVPD

XYZ file:
```
15
Properties=species:S:1:pos:R:3:nbo_charge:R:1
C 1.5300 -1.9840 -1.2899 -0.328
C 0.3769 -2.4361 -0.7444 -0.018
C 1.5878 -0.4948 -0.8989 0.427
C 0.4444 -0.2559 0.1292 0.063
C -1.4302 2.5165 0.8765 -0.266
N -0.1859 -1.3889 -0.0081 -0.571
O 2.4200 0.3519 -1.2202 -0.438
O -1.1720 1.5242 1.8806 -0.751
H 2.1168 -2.4932 -1.9552 0.226
H 0.0879 -3.4866 -0.8129 0.235
H -0.8647 2.3187 -0.1104 0.175
H -0.9945 3.4859 1.1611 0.155
H -2.5663 2.7008 0.8991 0.184
H -1.1770 -1.6384 0.2765 0.416
H -0.1732 1.2800 1.8171 0.488
```

Frontier orbital gap, eV: 7.7
Charge: 0
Spin multiplicity: 1

=====

## b
C5H7NO2 | ωB97M-V/def2-TZVPD

XYZ file:
```
15
Properties=species:S:1:pos:R:3:nbo_charge:R:1
C 2.9423 -0.6299 -0.0282 -0.634
C 1.9714 0.4256 -0.0365 -0.333
C 0.6789 0.2318 -0.0040 0.464
N -0.2679 -0.9227 -0.1498 -0.655
C -1.5655 -0.3570 -0.0535 0.643
O -2.5885 -1.1604 0.0761 -0.593
C -1.4501 1.1851 -0.0092 -0.158
O -0.1115 1.4009 0.0334 -0.490
H 3.7074 -0.9629 -0.7923 0.240
H 3.5353 -0.5160 0.9927 0.212
H 2.4475 -1.7215 0.0762 0.193
H 2.4593 1.3368 0.3353 0.238
H -0.1283 -1.8967 0.5193 0.453
H -1.9034 1.5838 -0.9259 0.205
H -2.1047 1.5774 0.7555 0.215
```

Frontier orbital gap, eV: 9.3
Charge: 0
Structure (SMILES): C/C=C1\NC(=O)CO1
Spin multiplicity: 1

=====

b (1.771 eV below the next structure)

=====

## a
C5H7NO2 | ωB97M-V/def2-TZVPD

XYZ file:
```
15
Properties=species:S:1:pos:R:3:nbo_charge:R:1
C -0.1204 0.0073 0.3588 0.386
C 2.1662 0.3817 0.0445 0.659
C -1.5754 0.6343 0.2592 0.231
C 2.7484 -0.9363 0.2340 -0.770
C -2.3948 0.0445 -0.9125 -0.701
N -1.8488 1.5921 0.9780 -0.642
O 0.0147 -1.0268 0.9302 -0.572
O 2.6192 1.4321 -0.0890 -0.466
H 3.3835 -0.9852 1.0554 0.255
H 3.3157 -1.0448 -0.7339 0.256
H 1.9364 -1.7043 0.1970 0.279
H -3.4451 0.4625 -1.1673 0.242
H -2.3823 -1.0105 -0.6173 0.234
H -1.5848 0.1059 -1.7256 0.233
H -2.8324 2.0475 1.1886 0.377
```

Frontier orbital gap (spin up / spin down), eV: 7.9 / 7.9
Charge: 0
Spin multiplicity: 1

=====

## b
C5H7NO2 | ωB97M-V/def2-TZVPD

XYZ file:
```
15
Properties=species:S:1:pos:R:3:nbo_charge:R:1
C 0.2000 -0.3657 -0.9387 -0.063
C 0.4549 0.9685 0.2213 0.064
C -0.0753 -0.9642 0.4959 0.020
C -1.3527 -0.0629 0.9047 0.030
C -0.9472 1.2806 0.6841 -0.007
H 2.3098 -0.9279 -1.1380 0.376
H 1.6936 -1.0515 -2.8056 0.393
H -0.8767 -0.5572 -1.5280 0.239
H 1.1162 1.7684 -0.1034 0.224
H -0.2153 -2.0976 1.0780 0.218
H -1.5911 -0.2122 2.0240 0.192
H -0.9942 2.0196 1.6292 0.191
N 1.5195 -0.4699 -1.7555 -0.899
O 0.8169 -0.0592 1.1964 -0.538
O -2.0583 0.7312 0.0356 -0.441
```

Frontier orbital gap, eV: 10.1
Charge: 0
Spin multiplicity: 1

=====

## c
C5H7NO2 | ωB97M-V/def2-TZVPD

XYZ file:
```
15
Properties=species:S:1:pos:R:3:nbo_charge:R:1
C 0.2774 -1.8320 0.4811 -0.365
C -0.4669 -0.9232 -0.0763 0.250
C 1.9328 -0.8132 0.3916 0.699
C -1.8915 -0.9364 -0.4474 -0.686
C 2.0371 1.5118 -0.5978 -0.435
N 1.3915 0.2837 -0.1508 -0.186
O 3.0497 -1.1202 0.6798 -0.588
O -0.0115 0.3278 -0.3498 -0.317
H 0.1109 -2.7828 0.8608 0.225
H -1.9948 0.1060 -0.7754 0.245
H -2.0551 -1.4158 -1.4592 0.229
H -2.5970 -1.5556 0.1354 0.248
H 2.5481 2.0529 0.1816 0.216
H 2.7616 1.1504 -1.3710 0.225
H 1.2291 2.2826 -0.8614 0.240
```

Frontier orbital gap, eV: 10.0
Charge: 0
Spin multiplicity: 1

=====

c (0.356 eV below the next structure)

=====

## a
C5H7NO2 | ωB97M-V/def2-TZVPD

XYZ file:
```
15
Properties=species:S:1:pos:R:3:nbo_charge:R:1
C 1.8313 -0.7817 -0.4619 -0.614
C 0.7372 0.1580 -0.0590 -0.189
C 0.9974 1.6174 -0.2689 -0.617
C -0.3169 -0.2377 0.6773 0.609
O -0.6746 -0.5248 1.7707 -0.513
H 2.7970 -0.4899 -0.0397 0.226
H 1.6472 -1.8073 -0.1552 0.227
H 2.0018 -0.7078 -1.5364 0.219
H 0.8267 1.8168 -1.3299 0.223
H 2.0303 1.8976 -0.0620 0.226
H 0.3661 2.2457 0.3560 0.223
N -3.1064 -1.3749 0.7058 -0.730
C -3.0327 -0.4704 -0.1108 0.796
O -3.5712 0.0760 -1.0182 -0.501
H -2.5331 -1.4169 1.5323 0.416
```

Frontier orbital gap, eV: 8.6
Charge: 0
Structure (SMILES): CC(C)=C=O.N=C=O
Spin multiplicity: 1

=====

## b
C5H7NO2 | ωB97M-V/def2-TZVPD

XYZ file:
```
15
Properties=species:S:1:pos:R:3:nbo_charge:R:1
C 2.8533 -0.7736 -0.4669 -0.235
C 1.6514 -0.8399 -0.0778 -0.040
C 0.2320 -0.5743 0.3358 0.144
O -0.4732 -1.3989 1.2874 -0.707
C -0.7481 0.2126 -0.6224 -0.096
N -2.0852 -0.3430 -0.5650 -0.839
C -0.1204 0.8702 0.6499 0.080
O 0.7414 1.9571 0.4089 -0.692
H 3.9136 -0.6947 -0.6826 0.248
H -1.4532 -1.3044 1.0290 0.501
H -0.1944 0.4404 -1.4825 0.218
H -2.3937 -0.7020 -1.5987 0.382
H -2.6961 0.4465 -0.4666 0.370
H -0.8001 0.9762 1.4646 0.187
H 1.5727 1.7280 0.7869 0.479
```

Frontier orbital gap, eV: 9.8
Charge: 0
Structure (SMILES): C#C[C@]1(O)[C@@H](N)[C@@H]1O
Spin multiplicity: 1

=====

## c
C5H7NO2 | ωB97M-V/def2-TZVPD

XYZ file:
```
15
Properties=species:S:1:pos:R:3:nbo_charge:R:1
C -1.4481 -0.8469 -0.3448 -0.066
C -0.2161 -0.2974 0.3999 -0.395
C 1.0014 -1.0166 0.1826 -0.230
C 1.8861 -0.0515 -0.0866 -0.042
C -0.0112 1.1458 0.0045 0.669
H -1.7424 1.0801 0.1548 0.454
H -1.5881 -1.9269 0.0419 0.163
H -1.5072 -1.0435 -1.3852 0.187
H -0.4276 -0.3024 1.5376 0.266
H 1.1427 -2.1735 -0.0363 0.252
H 2.9551 -0.2362 -0.1680 0.217
H 1.9761 2.1347 -0.0272 0.430
N 1.2241 1.2617 -0.3488 -0.583
O -2.4304 0.2874 -0.0392 -0.776
O -0.8143 1.9852 0.1148 -0.547
```

Frontier orbital gap, eV: 9.5
Charge: 0
Spin multiplicity: 1

=====

## d
C5H7NO2 | ωB97M-V/def2-TZVPD

XYZ file:
```
15
Properties=species:S:1:pos:R:3:nbo_charge:R:1
C 0.3804 0.5906 2.3557 -0.301
O 0.9895 0.9527 1.0681 -0.513
C 0.0120 0.6779 0.0789 -0.027
C 0.3184 1.0294 -1.2957 -0.278
C 0.1123 0.0362 -2.0833 0.006
N -0.5797 -1.0474 -1.4310 -0.628
C -0.4477 -0.7893 -0.1133 0.660
O -0.7578 -1.5350 0.7507 -0.573
H -0.4819 1.3080 2.6571 0.171
H 0.0396 -0.4784 2.3053 0.226
H 1.0994 0.5512 3.2284 0.198
H -0.8900 1.3101 0.3553 0.195
H 0.5877 1.9941 -1.6654 0.228
H 0.2421 0.0150 -3.2156 0.217
H -0.6437 -1.9789 -1.8509 0.418
```

Frontier orbital gap, eV: 10.1
Charge: 0
Structure (SMILES): CO[C@H]1C=CNC1=O
Spin multiplicity: 1

=====

d (0.769 eV below the next structure)